Entry 1:
C20H44F13NO19P4S | the ωB97M-V functional and the def2-TZVPD basis

```
102
Properties=species:S:1:pos:R:3:forces:R:3
S 9.1243 -2.5785 2.1385 3.88 -2.66 0.27
P 0.0557 -3.1986 -0.6034 4.32 -3.51 7.43
P -5.2692 1.7619 -0.9478 -1.57 1.94 -8.87
P -4.5962 1.5315 4.7852 -2.61 -8.87 -0.07
P 1.2033 -0.1502 -5.9650 0.81 -4.72 -7.84
F 9.4523 -0.9653 2.0014 -1.01 -2.32 0.32
F 6.8335 -0.4561 3.0300 -0.50 -2.71 -0.77
F 4.0865 -0.3680 3.7847 -0.15 -0.62 -2.56
F 5.4292 0.0278 0.8930 -0.65 -2.21 1.14
F 7.4430 -1.8719 0.2049 -0.42 -0.62 3.23
F 6.8674 -3.7267 1.3471 0.80 3.27 0.36
F 8.9447 -4.2520 2.2648 0.42 2.56 0.04
F 5.8423 -2.5653 3.3775 1.50 2.16 -1.34
F 3.1144 -2.1022 2.6893 1.57 2.40 -0.15
F 8.6934 -2.4887 3.7326 0.26 0.55 -2.35
F 4.6498 -2.1118 0.6413 1.06 1.83 1.72
F 9.6354 -2.8545 0.5601 -0.61 0.75 2.43
F 10.6965 -2.8001 2.6332 -2.35 0.58 -0.74
O -6.2490 1.9791 4.8312 1.67 2.91 0.42
O 0.4161 1.1017 -6.8285 -0.27 0.66 3.38
O -4.5545 1.5855 -2.2813 0.64 -0.30 1.42
O -1.0153 -2.3831 0.4561 -0.84 1.21 -3.05
O -4.7685 0.9644 3.2400 -0.57 1.15 0.02
O -4.8255 0.4192 5.7997 0.63 1.42 0.28
O 0.4323 -1.2469 -6.6883 -0.10 0.74 1.60
O 1.0027 1.8499 2.0844 -0.40 2.28 0.39
O 2.0083 -1.2931 -4.9574 -1.26 2.52 1.66
O 1.2512 -2.8162 0.2607 -0.25 0.93 -1.25
O -2.9188 1.1516 4.7111 -0.42 3.24 0.26
O -0.5499 -4.6593 -0.1431 -0.96 0.86 -0.25
O -4.3990 3.2211 -0.6528 0.02 -1.90 2.55
O 2.6280 0.1754 -6.7266 -0.59 0.98 0.38
O -6.1267 0.2943 -1.1597 1.31 -0.21 3.13
O 1.1052 -3.9946 -1.7128 -2.19 1.89 -1.70
O 0.9947 3.4916 3.7726 -0.32 -2.04 -3.06
O -0.3551 3.8461 1.9842 2.29 -1.62 -0.20
O -6.6510 2.6396 -1.1381 -0.22 -0.98 0.80
N 0.8763 5.9737 2.1292 -0.21 -0.54 -1.44
C -4.3840 -0.3734 2.9576 0.59 -0.26 -0.26
C 0.3608 4.8910 1.2434 0.27 1.01 -0.53
C -4.5213 3.7325 0.6668 0.03 0.36 0.44
C 0.7210 1.2848 -8.1989 0.87 0.26 -0.31
C -7.2090 1.1151 4.2506 -0.02 -0.13 -0.93
C -7.1435 0.2313 -2.1430 -0.80 0.51 0.10
C -1.2594 -2.9326 1.7387 -0.47 -0.84 0.07
C -2.1199 2.1128 4.0219 0.30 0.15 -0.19
C 0.6197 3.0540 2.6799 -0.28 1.66 2.20
C -6.6864 3.6603 -2.1250 0.12 0.65 0.08
C 3.7726 -0.8281 2.4870 -2.15 -1.24 0.25
C 0.4965 -4.3763 -2.9478 -0.06 -0.23 -0.44
C 2.7274 -0.7268 -3.8626 0.34 -0.03 0.35
C 0.3423 -5.6489 0.3505 0.31 -0.52 -0.34
C 7.3668 -2.4105 1.5112 -1.40 -1.47 -2.44
C 2.6927 0.0940 1.7229 -0.91 0.15 0.30
C 2.3590 1.4579 2.4761 0.88 0.07 -0.26
C 5.0535 -1.1619 1.5825 -0.04 0.67 -0.63
C 6.3462 -1.6283 2.4489 -1.93 0.11 -0.04
C 3.3166 -0.8822 -7.3784 0.50 -0.38 0.23
H 1.6539 1.8431 -8.3038 -0.06 -0.11 -0.14
H -7.2342 1.2565 3.1676 -0.08 -0.17 0.07
H 2.9765 0.3122 0.6389 -0.08 -0.40 1.63
H -4.0138 4.6968 0.7183 0.02 -0.10 -0.10
H 4.1463 -1.2141 -6.7497 -0.03 -0.08 -0.10
H 0.2060 -3.4856 -3.5091 0.08 -0.18 -0.21
H 3.7199 -0.5013 -8.3180 -0.06 0.17 0.10
H -0.0801 1.8759 -8.6448 -0.14 -0.03 0.35
H 0.5025 6.8683 1.7851 0.41 -0.58 0.42
H -0.1360 -6.1530 1.1916 -0.17 0.12 -0.08
H -0.3827 -5.0018 -2.7705 0.00 -0.02 -0.02
H -5.5730 3.8742 0.9308 -0.01 0.03 0.07
H -8.1876 1.3837 4.6505 0.20 0.24 0.19
H -2.1182 3.0552 4.5737 0.28 0.01 -0.14
H -5.9121 3.5348 -2.8836 0.08 -0.13 0.14
H -7.6613 3.6309 -2.6142 -0.03 -0.13 0.17
H -8.0641 0.6764 -1.7589 0.02 -0.01 -0.19
H -7.3388 -0.8203 -2.3570 0.27 -0.05 0.24
H -6.8387 0.7279 -3.0660 0.13 0.07 0.12
H 0.5361 -6.3836 -0.4346 0.08 0.00 0.11
H -7.0045 0.0703 4.4918 0.17 0.08 0.04
H -4.0563 3.0405 1.3726 0.00 0.23 0.15
H -0.4111 5.3396 0.5369 0.95 -0.89 0.94
H 1.9045 6.0095 2.1060 -0.82 0.02 0.11
H -0.3395 -3.2980 2.1993 0.06 0.01 -0.18
H -1.9939 -3.7379 1.6676 0.12 0.01 0.16
H 1.2117 4.4280 0.6326 -1.26 0.41 0.82
H 2.6669 -1.7313 -7.5971 -0.12 0.10 0.14
H -4.3301 -0.9904 3.8561 0.00 0.18 0.10
H -5.1197 -0.8100 2.2798 -0.07 0.20 -0.01
H 1.2210 -4.9467 -3.5299 0.02 0.10 0.11
H -6.5655 4.6332 -1.6423 0.01 0.00 -0.13
H 3.0485 2.2742 2.0559 -0.82 -1.12 1.06
H -1.1004 1.7333 3.9556 -0.16 -0.09 0.15
H 3.2663 -1.5245 -3.3498 -0.13 -0.01 -0.07
H 3.4487 0.0163 -4.2138 0.01 0.01 0.02
H 1.7043 -0.4907 1.6573 1.67 0.52 0.24
H 0.7890 0.3305 -8.7245 0.01 -0.06 0.17
H 2.3724 1.4016 3.6063 0.33 -0.03 -1.46
H -3.4099 -0.3705 2.4616 -0.03 -0.12 0.03
H 1.2888 -5.2254 0.6907 -0.06 0.17 -0.11
H -2.4996 2.2802 3.0101 0.06 0.02 -0.02
H -1.6790 -2.1453 2.3671 0.06 0.20 -0.29
H 2.0272 -0.2588 -3.1665 0.20 -0.07 0.17
```
Forces are in eV/Å.

## Properties
Kohn-Sham gap   6.90 eV
Structure (SMILES)   NCOC(=O)OCCC(F)(F)C(F)(F)C(F)(F)C(F)(F)S(F)(F)(F)(F)F.COP(=O)(OC)OC.COP(=O)(OC)OC.COP(=O)(OC)OC.COP(=O)(OC)OC

---

Entry 2:
C6H12ClIO16S3Ti | the ωB97M-V functional and the def2-TZVPD basis

```
40
Properties=species:S:1:pos:R:3:forces:R:3
I -3.1932 -0.2317 -3.7726 0.47 0.21 0.28
Ti -0.9885 0.2848 -1.8370 -0.60 -0.81 -0.31
Cl -2.5196 -2.1729 1.0680 0.28 0.90 -4.49
S -3.1511 2.8463 -0.4328 -3.66 1.88 1.24
S 1.9487 0.2540 0.3377 -1.86 -2.71 2.07
S 1.4100 -2.2709 -2.3490 -1.89 0.67 0.13
O -3.8966 -2.5558 0.8554 0.33 0.06 1.52
O -1.6946 -3.2685 0.5354 -0.28 0.82 2.07
O 3.3939 0.0842 0.3115 -2.23 0.89 -0.36
O 2.2045 -3.2625 -3.4543 -0.06 1.85 1.71
O 1.1951 -1.0507 1.1942 0.72 0.45 -6.10
O -4.2262 3.2353 -1.3546 3.06 -0.22 2.25
O 1.5667 1.2459 1.6008 1.58 1.24 -2.85
O -2.1815 -1.5476 2.2974 0.04 -2.37 4.24
O -2.2720 1.8063 -0.7751 0.68 -0.17 0.14
O 0.3701 -1.4268 -2.9822 2.82 -1.19 0.17
O 1.1168 0.4310 -0.8655 2.04 0.45 2.40
O -3.8962 2.5467 1.0402 -1.04 1.13 -3.22
O -2.2478 -0.9921 0.2796 0.21 1.15 -3.49
O 0.8406 -2.9568 -1.2023 2.47 0.46 -1.66
O -2.2426 4.1342 0.2421 -0.45 0.04 -2.35
O 2.7777 -1.3397 -1.9786 -2.11 -1.76 0.42
C 3.6723 -2.9846 -3.4938 -1.38 0.10 1.26
C 1.2456 -0.8982 2.5107 -0.61 0.22 2.15
C 0.9891 0.6096 2.6679 -0.62 -0.92 2.88
C 3.9132 -1.5563 -2.7690 -0.64 -1.21 -2.03
C -2.1374 4.1581 1.6284 -1.81 -1.18 1.57
C -3.0775 2.9963 2.0362 3.34 -2.52 2.46
H -0.0582 0.8988 2.7550 -0.33 -0.62 -0.60
H -2.4586 2.1085 2.1659 0.85 -0.07 0.48
H 4.1720 -3.7005 -2.8412 -0.25 -0.26 -0.01
H 1.3746 0.9430 3.6314 0.77 0.36 -0.21
H 2.1735 -1.3789 2.8205 0.42 0.81 0.97
H 3.9142 -0.6978 -3.4407 0.67 -0.23 -0.25
H -3.4958 3.0518 3.0413 -0.96 0.66 -0.51
H 0.4213 -1.4646 2.9441 -0.16 0.06 0.02
H -2.5222 4.9849 2.2254 -0.36 1.16 -1.35
H 3.8839 -3.2753 -4.5228 0.49 1.05 -0.01
H 4.8045 -1.6643 -2.1508 -0.17 0.33 0.01
H -1.1286 4.0769 2.0332 0.24 -0.72 -0.64
```
Forces are in eV/Å.

## Properties
Expectation value of S²   3.752
Kohn-Sham gap (spin up / spin down)   3.56 / 6.37 eV
Relative energy (zero: lowest compared OMol25 entry of this formula, charge and spin)   4.939 eV
2S+1   4
Total charge   -1

---

What did the second record say?
C6H12ClIO16S3Ti | the ωB97M-V functional and the def2-TZVPD basis

```
40
Properties=species:S:1:pos:R:3:forces:R:3
I -3.1932 -0.2317 -3.7726 0.47 0.21 0.28
Ti -0.9885 0.2848 -1.8370 -0.60 -0.81 -0.31
Cl -2.5196 -2.1729 1.0680 0.28 0.90 -4.49
S -3.1511 2.8463 -0.4328 -3.66 1.88 1.24
S 1.9487 0.2540 0.3377 -1.86 -2.71 2.07
S 1.4100 -2.2709 -2.3490 -1.89 0.67 0.13
O -3.8966 -2.5558 0.8554 0.33 0.06 1.52
O -1.6946 -3.2685 0.5354 -0.28 0.82 2.07
O 3.3939 0.0842 0.3115 -2.23 0.89 -0.36
O 2.2045 -3.2625 -3.4543 -0.06 1.85 1.71
O 1.1951 -1.0507 1.1942 0.72 0.45 -6.10
O -4.2262 3.2353 -1.3546 3.06 -0.22 2.25
O 1.5667 1.2459 1.6008 1.58 1.24 -2.85
O -2.1815 -1.5476 2.2974 0.04 -2.37 4.24
O -2.2720 1.8063 -0.7751 0.68 -0.17 0.14
O 0.3701 -1.4268 -2.9822 2.82 -1.19 0.17
O 1.1168 0.4310 -0.8655 2.04 0.45 2.40
O -3.8962 2.5467 1.0402 -1.04 1.13 -3.22
O -2.2478 -0.9921 0.2796 0.21 1.15 -3.49
O 0.8406 -2.9568 -1.2023 2.47 0.46 -1.66
O -2.2426 4.1342 0.2421 -0.45 0.04 -2.35
O 2.7777 -1.3397 -1.9786 -2.11 -1.76 0.42
C 3.6723 -2.9846 -3.4938 -1.38 0.10 1.26
C 1.2456 -0.8982 2.5107 -0.61 0.22 2.15
C 0.9891 0.6096 2.6679 -0.62 -0.92 2.88
C 3.9132 -1.5563 -2.7690 -0.64 -1.21 -2.03
C -2.1374 4.1581 1.6284 -1.81 -1.18 1.57
C -3.0775 2.9963 2.0362 3.34 -2.52 2.46
H -0.0582 0.8988 2.7550 -0.33 -0.62 -0.60
H -2.4586 2.1085 2.1659 0.85 -0.07 0.48
H 4.1720 -3.7005 -2.8412 -0.25 -0.26 -0.01
H 1.3746 0.9430 3.6314 0.77 0.36 -0.21
H 2.1735 -1.3789 2.8205 0.42 0.81 0.97
H 3.9142 -0.6978 -3.4407 0.67 -0.23 -0.25
H -3.4958 3.0518 3.0413 -0.96 0.66 -0.51
H 0.4213 -1.4646 2.9441 -0.16 0.06 0.02
H -2.5222 4.9849 2.2254 -0.36 1.16 -1.35
H 3.8839 -3.2753 -4.5228 0.49 1.05 -0.01
H 4.8045 -1.6643 -2.1508 -0.17 0.33 0.01
H -1.1286 4.0769 2.0332 0.24 -0.72 -0.64
```
Forces are in eV/Å.

## Properties
Expectation value of S²   3.752
Kohn-Sham gap (spin up / spin down)   3.56 / 6.37 eV
Relative energy (zero: lowest compared OMol25 entry of this formula, charge and spin)   4.939 eV
2S+1   4
Total charge   -1